C19H54O8 | ωB97M-V/def2-TZVPD

Last column: Löwdin charge in e.
Atoms and positions in Å:
1 C -3.316 -2.067 5.074  -0.044
2 C -2.258 -1.608 4.015  -0.447
3 C -1.529 -2.616 3.141  -0.052
4 O -2.971 -0.656 3.196  -0.073
5 H -3.999 -1.269 5.364  0.072
6 H -2.737 -2.451 5.914  0.073
7 H -4.054 -2.810 4.771  0.070
8 H -1.511 -1.085 4.612  0.113
9 H -1.142 -3.388 3.806  0.071
10 H -0.560 -2.334 2.731  0.073
11 H -2.201 -3.253 2.565  0.087
12 H -2.355 -0.342 2.530  0.040
13 C -5.585 1.754 -0.235  -0.026
14 C -4.231 1.153 -0.706  -0.450
15 C -3.332 2.143 -1.421  -0.048
16 O -3.469 0.855 0.437  -0.073
17 H -5.864 2.538 -0.938  0.080
18 H -5.569 2.051 0.814  0.086
19 H -6.319 0.968 -0.409  0.075
20 H -4.421 0.255 -1.293  0.134
21 H -3.674 2.423 -2.418  0.089
22 H -2.276 1.888 -1.500  0.048
23 H -3.256 3.082 -0.872  0.077
24 H -4.077 0.707 1.165  0.084
25 C 2.477 1.370 4.890  -0.053
26 C 1.277 1.102 4.051  -0.447
27 C 0.220 2.164 4.019  -0.044
28 O 1.752 1.024 2.653  -0.085
29 H 3.033 2.238 4.535  0.091
30 H 3.141 0.505 4.908  0.078
31 H 2.119 1.691 5.868  0.088
32 H 0.820 0.155 4.340  0.127
33 H -0.678 1.940 4.596  0.086
34 H -0.106 2.333 2.992  0.065
35 H 0.605 3.165 4.218  0.087
36 H 1.023 1.301 2.094  0.037
37 C 0.266 0.461 -6.526  -0.100
38 C 0.852 0.311 -5.125  -0.346
39 O 1.131 1.572 -4.572  -0.060
40 H 0.896 0.959 -7.263  0.068
41 H -0.617 1.093 -6.436  0.074
42 H 0.143 -0.532 -6.958  0.074
43 H 1.688 -0.370 -5.286  0.095
44 H 0.054 -0.257 -4.649  0.104
45 H 2.067 1.743 -4.700  0.086
46 C 1.221 3.990 -0.401  -0.088
47 C -0.238 3.753 -0.634  -0.341
48 O -1.045 4.898 -0.337  -0.060
49 H 1.348 4.561 0.518  0.077
50 H 1.637 4.598 -1.205  0.074
51 H 1.889 3.132 -0.342  0.071
52 H -0.545 2.962 0.049  0.090
53 H -0.334 3.303 -1.622  0.107
54 H -1.707 4.555 0.267  0.070
55 C 4.723 -2.564 1.199  -0.086
56 C 3.482 -1.812 1.718  -0.321
57 O 3.924 -1.140 2.890  -0.083
58 H 5.549 -1.901 0.940  0.071
59 H 4.512 -3.175 0.322  0.064
60 H 5.073 -3.185 2.023  0.069
61 H 2.619 -2.447 1.922  0.103
62 H 3.182 -1.138 0.916  0.097
63 H 3.385 -0.346 2.875  0.029
64 C 0.113 -1.404 -0.831  -0.060
65 C -0.094 0.048 -0.339  -0.318
66 O -0.729 0.021 0.897  -0.081
67 H 0.216 -1.443 -1.915  0.056
68 H -0.681 -2.090 -0.536  0.076
69 H 1.007 -1.845 -0.391  0.056
70 H -0.706 0.529 -1.102  0.093
71 H 0.904 0.483 -0.392  0.109
72 H -1.625 0.236 0.630  0.039
73 C 1.792 -3.410 -4.198  -0.088
74 C 2.763 -3.893 -5.245  -0.326
75 O 2.640 -3.076 -6.395  -0.095
76 H 2.015 -3.993 -3.305  0.074
77 H 0.740 -3.636 -4.375  0.080
78 H 1.936 -2.349 -3.993  0.058
79 H 2.474 -4.883 -5.599  0.108
80 H 3.811 -3.891 -4.946  0.112
81 H 3.286 -3.352 -7.049  0.079

Max |F| in eV/Å: 2.96
Relative energy (zero: lowest compared OMol25 entry of this formula, charge and spin) in kcal/mol: 64.5
Net charge: 0
SMILES string: CC(C)O.CC(C)O.CC(C)O.CCO.CCO.CCO.CCO.CCO
Total energy in Ha: -1358.0901
Molecular weight in g/mol: 410.63

C19H55CuN9O6P3 | ωB97M-V/def2-TZVPD

Last column: Löwdin charge in e.
Atoms and positions in Å:
1 Cu -0.338 -0.159 0.174  0.277
2 O -4.046 -1.889 -0.204  -0.012
3 C -2.594 -1.772 -0.368  -0.736
4 O -2.171 -0.660 -0.032  -0.051
5 O -2.054 -2.766 -0.850  0.006
6 H -4.231 -2.818 -0.347  0.072
7 O -0.770 1.932 -0.778  -0.277
8 P -1.529 2.292 -2.003  0.519
9 N -0.800 1.805 -3.485  -0.279
10 C -0.409 0.395 -3.678  -0.084
11 C 0.046 2.765 -4.139  -0.148
12 N -1.768 3.906 -1.992  -0.297
13 C -2.865 4.590 -2.753  -0.064
14 C -0.742 4.796 -1.527  -0.137
15 N -3.019 1.678 -1.933  -0.310
16 C -3.806 1.102 -2.924  -0.133
17 C -3.797 2.117 -0.767  -0.084
18 H 0.667 0.228 -3.854  0.084
19 H -1.069 0.038 -4.418  0.056
20 H -0.751 -0.158 -2.774  0.080
21 H -0.415 3.754 -4.349  0.074
22 H 0.291 2.403 -5.121  0.070
23 H 1.021 3.015 -3.646  0.094
24 H -2.409 5.063 -3.629  0.073
25 H -3.575 3.894 -3.150  0.054
26 H -3.378 5.335 -2.121  0.092
27 H 0.050 4.187 -1.085  0.073
28 H -0.217 5.339 -2.343  0.079
29 H -1.038 5.561 -0.781  0.090
30 H -4.691 1.790 -3.141  0.095
31 H -3.256 0.981 -3.873  0.086
32 H -4.261 0.195 -2.576  0.079
33 H -4.616 2.763 -1.141  0.085
34 H -3.203 2.650 -0.070  0.064
35 H -4.284 1.253 -0.259  0.095
36 O 0.298 -0.108 2.265  -0.317
37 P -0.623 -0.442 3.443  0.565
38 N -2.248 -0.281 3.238  -0.290
39 C -2.831 0.958 2.753  -0.092
40 C -3.244 -1.355 3.176  -0.061
41 N -0.287 0.562 4.702  -0.296
42 C 0.965 1.223 5.001  -0.095
43 C -1.248 0.803 5.764  -0.116
44 N -0.377 -2.037 3.829  -0.302
45 C -0.418 -2.568 5.232  -0.088
46 C -0.040 -3.002 2.781  -0.094
47 H -3.301 0.730 1.801  0.066
48 H -1.981 1.636 2.571  0.093
49 H -3.446 1.386 3.525  0.075
50 H -2.750 -2.199 3.559  0.047
51 H -3.616 -1.618 2.214  0.064
52 H -3.999 -1.089 3.930  0.096
53 H 0.778 2.264 5.214  0.083
54 H 1.472 0.711 5.862  0.100
55 H 1.615 1.113 4.153  0.066
56 H -1.823 1.671 5.497  0.075
57 H -1.910 -0.015 6.030  0.077
58 H -0.736 1.133 6.629  0.065
59 H -1.089 -3.415 5.390  0.070
60 H 0.613 -2.929 5.510  0.091
61 H -0.754 -1.852 6.005  0.062
62 H -0.813 -3.776 2.682  0.084
63 H 0.916 -3.479 2.954  0.074
64 H -0.043 -2.448 1.804  0.080
65 O 1.321 -0.617 -1.075  -0.285
66 P 2.649 -1.216 -1.417  0.622
67 N 3.802 -0.678 -0.264  -0.302
68 C 3.283 -0.194 1.024  -0.100
69 C 5.159 -1.123 -0.118  -0.154
70 N 3.517 -0.862 -2.808  -0.292
71 C 3.631 -1.790 -4.004  -0.074
72 C 4.431 0.277 -2.884  -0.130
73 N 2.545 -2.897 -1.344  -0.293
74 C 1.236 -3.516 -1.701  -0.082
75 C 3.712 -3.705 -1.046  -0.111
76 H 3.106 -0.993 1.824  0.107
77 H 2.332 0.264 0.893  0.035
78 H 4.025 0.454 1.434  0.068
79 H 5.527 -1.463 -1.085  0.060
80 H 5.258 -1.937 0.602  0.079
81 H 5.828 -0.285 0.138  0.093
82 H 4.662 -2.047 -4.132  0.063
83 H 2.876 -2.616 -4.015  0.085
84 H 3.393 -1.191 -4.904  0.077
85 H 5.485 -0.096 -2.841  0.086
86 H 4.301 1.002 -3.728  0.093
87 H 4.250 0.834 -1.972  0.069
88 H 1.229 -4.555 -1.428  0.070
89 H 0.450 -2.996 -1.122  0.057
90 H 0.919 -3.490 -2.760  0.077
91 H 3.832 -3.617 0.034  0.077
92 H 4.580 -3.360 -1.536  0.043
93 H 3.614 -4.768 -1.346  0.098

Max |F| in eV/Å: 2.75
Net charge: 0
Total energy in Ha: -4365.8927
Molecular weight in g/mol: 662.17

Q: Among the records above, which one has the lowest molecular weight?
A: C19H54O8

Q: Which value of net charge does entry 1 give?
A: 0

Q: What is the formula in the first record?
A: C19H54O8

Q: Which formula does entry 2 have?
A: C19H55CuN9O6P3